1.
A 3-piece molecular cluster, C4H10O3 overall at a distorted geometry. Source: the OMol25 dataset; level of theory: ωB97M-V/def2-TZVPD.

Computed properties:
SMILES string   C=C/C=C/O.O.O

Each line ends with the Mulliken charge.
Element x y z (Å)
C (-0.5285, -0.5727, 2.6758)  -0.652
C (-1.3059, -1.2145, 1.8073)  -0.106
C (-1.3952, -0.9816, 0.3543)  -0.142
C (-0.3385, -0.8854, -0.4534)  -0.433
O (-0.5495, -0.5066, -1.7496)  -0.477
H (-0.6178, -0.8842, 3.6955)  0.263
H (0.1578, 0.2109, 2.3857)  0.199
H (-1.9390, -2.0319, 2.1594)  0.277
H (-2.3306, -0.6266, -0.0319)  0.311
H (0.6875, -1.2019, -0.2603)  0.376
H (0.2860, -0.3414, -2.2254)  0.403
O (1.7644, 0.7393, -2.7664)  -0.702
H (1.6933, 1.3837, -2.0349)  0.390
H (1.5110, 1.1548, -3.5957)  0.324
O (1.1328, 1.8890, -0.3487)  -0.689
H (1.4988, 2.3147, 0.4386)  0.318
H (0.2735, 1.5544, -0.0502)  0.338


2.
C24H28FIN2O3PdSi as an isolated structure. Source: the OMol25 dataset; level of theory: ωB97M-V/def2-TZVPD.

Computed properties:
Total charge   -2

Each line ends with the Mulliken charge.
Element x y z (Å)
Pd (0.5563, 0.6091, 0.1672)  -0.229
O (-0.0838, 1.6438, 3.2532)  -0.475
C (1.0450, 0.9437, 3.7203)  -0.382
C (2.2397, 1.8892, 3.7080)  -0.835
C (2.5736, 2.4737, 2.3253)  -0.864
C (3.3535, 1.5586, 1.4220)  0.757
C (4.6836, 1.8176, 1.0999)  -0.756
C (5.3598, 0.9704, 0.2370)  -0.356
C (4.6895, -0.1265, -0.2788)  -0.574
C (3.3713, -0.3249, 0.0977)  -0.496
N (2.7087, 0.4975, 0.9177)  0.141
H (-0.7599, 0.9781, 2.9950)  0.396
H (1.2473, 0.0728, 3.0895)  0.256
H (0.8796, 0.5854, 4.7470)  0.345
H (3.1168, 1.3769, 4.1203)  0.337
H (2.0086, 2.7225, 4.3804)  0.392
H (3.1518, 3.3933, 2.4548)  0.376
H (1.6344, 2.7292, 1.8279)  0.277
H (5.1725, 2.6895, 1.5185)  0.340
H (6.3894, 1.1712, -0.0372)  0.345
H (5.1570, -0.8017, -0.9831)  0.425
H (2.7950, -1.1543, -0.2945)  0.385
C (-1.8159, -1.1908, -3.7166)  -1.261
Si (-1.0166, -0.5328, -2.1126)  0.070
C (-2.1297, 0.8771, -1.5480)  -0.778
C (-1.1102, -1.9376, -0.8623)  -0.806
N (0.5576, 0.0483, -2.2603)  0.019
C (1.5621, -0.0582, -3.1134)  -0.087
C (1.6625, -0.9995, -4.1868)  -0.155
C (2.7576, -1.0872, -5.0303)  -0.710
C (3.8561, -0.2473, -4.8858)  -0.467
C (3.8063, 0.7035, -3.8608)  -0.410
C (2.7145, 0.7878, -3.0367)  0.490
F (2.7281, 1.7616, -2.0909)  -0.392
H (-2.8867, -1.3608, -3.5644)  0.320
H (-1.3701, -2.1348, -4.0423)  0.331
H (-1.6996, -0.4678, -4.5303)  0.335
H (-3.1834, 0.5959, -1.4439)  0.241
H (-2.0581, 1.7001, -2.2662)  0.326
H (-1.7871, 1.2493, -0.5742)  0.172
H (-2.1212, -2.3310, -0.7107)  0.316
H (-0.7483, -1.5762, 0.1086)  0.189
H (-0.4629, -2.7603, -1.1850)  0.340
H (0.8300, -1.6804, -4.3211)  0.171
H (2.7546, -1.8374, -5.8162)  0.345
H (4.7177, -0.3188, -5.5377)  0.344
H (4.6216, 1.4003, -3.6962)  0.375
I (-8.6474, -2.2583, 1.2202)  -0.025
C (-6.7547, -1.5983, 1.8572)  0.150
C (-5.7697, -1.3499, 0.9144)  -0.517
C (-4.5258, -0.9099, 1.3496)  0.113
C (-4.2655, -0.7271, 2.7027)  -0.310
C (-5.2711, -0.9894, 3.6241)  -0.308
C (-6.5249, -1.4228, 3.2127)  -0.521
C (-2.8783, -0.2448, 3.1693)  0.405
O (-2.7038, -0.1839, 4.3984)  -0.769
O (-2.0875, 0.0259, 2.2331)  -0.775
H (-5.9645, -1.4945, -0.1402)  0.389
H (-3.7277, -0.6975, 0.6488)  0.278
H (-5.0400, -0.8458, 4.6723)  0.436
H (-7.3078, -1.6219, 3.9332)  0.332


Energy above the lowest of the compared OMol25 structures with the same formula, charge and spin values, unit kJ/mol, following the record order: 173.5; 80.0.
Orbital gap values, unit eV, following the record order: 9.062; 3.745.